(i)
The following is a quantum chemistry calculation of the molecule C4H4N2O, from the OMol25 dataset.

Structure (XYZ):
```
11
C4H4N2O ωB97M-V/def2-TZVPD
O 2.35397 -1.26665 0.35914
C 1.28360 -0.79101 0.03919
C 1.08655 0.64692 -0.21236
C -0.14395 1.16805 -0.07074
N -1.21174 0.31942 0.14186
C -1.01580 -1.03032 0.01970
N 0.12693 -1.59836 -0.08657
H 1.95245 1.26756 -0.40783
H -0.37410 2.22860 -0.12022
H -2.12867 0.68356 0.34066
H -1.92924 -1.62778 -0.00284
```

Values from the calculation:
Total charge: 0
Multiplicity: 1
HOMO-LUMO gap (eV): 9.73
Lowest unoccupied orbital energy (eV): 0.3792
Structure (SMILES): O=c1cc[nH]cn1

Results of the Löwdin charge analysis, in e, for atoms 1 through 8: 0.06 -0.49 0.01 -0.09 0.04 -0.18 0.15 0.11



(ii)
The following is a quantum chemistry calculation of the molecule C4H4N2O, from the OMol25 dataset.

Structure (XYZ):
```
11
C4H4N2O ωB97M-V/def2-TZVPD
O 1.85039 0.91569 -1.94924
C 1.92194 0.70874 -0.75852
C 0.74608 0.50553 0.02092
C 0.25086 -0.12444 1.08222
N -0.88856 -0.66729 1.41198
C -1.74778 -0.64503 0.34994
N -1.34568 -0.16294 -0.76574
H 2.89298 0.69690 -0.19655
H 1.09293 0.01248 1.78268
H -2.74460 -1.06058 0.53899
H -2.02857 -0.17907 -1.51667
```

Values from the calculation:
Total charge: 0
Multiplicity: 1
HOMO-LUMO gap (eV): 8.30
Lowest unoccupied orbital energy (eV): -0.9347

Results of the Löwdin charge analysis, in e, for atoms 1 through 8: 0.03 -0.30 0.16 -0.26 0.03 -0.29 0.13 0.14



(iii)
The following is a quantum chemistry calculation of a structure of composition C4H4N2O, from the OMol25 dataset.

Structure (XYZ):
```
11
C4H4N2O ωB97M-V/def2-TZVPD
N 2.86484 -0.32575 0.42274
C 1.66906 -0.60805 0.22950
C 0.43163 -0.86857 -0.13704
N -0.76631 -0.94305 0.39970
C -1.70938 -0.08047 0.24074
C -1.47846 1.15025 -0.52898
O -0.37549 1.43954 -0.95697
H 3.13088 0.57560 0.02972
H 1.25360 -1.83280 0.35840
H -2.68622 -0.29979 0.66570
H -2.35297 1.79885 -0.71720
```

Values from the calculation:
Total charge: 0
Multiplicity: 1
HOMO-LUMO gap (eV): 8.31
Lowest unoccupied orbital energy (eV): -0.5640

Results of the Löwdin charge analysis, in e, for atoms 1 through 8: 0.12 -0.25 -0.10 0.07 -0.12 -0.24 0.04 0.07



The most stable arrangement is (i), and the next structure is 389.6 kJ/mol less stable.



(i)
The following is a quantum chemistry calculation of a cluster of 2 separate species, CHN2O2P in total, from the OMol25 dataset.

Structure (XYZ):
```
7
CHN2O2P ωB97M-V/def2-TZVPD
C -0.10316 0.36033 -1.68612
N -0.25811 0.01853 -2.79506
N 2.65511 -0.99874 -0.52894
O 3.52213 -0.51081 -1.19930
O 2.45271 -2.02392 0.00742
P 0.44059 1.08959 -0.19093
H -0.66961 0.75831 0.51247
```

Values from the calculation:
Total charge: 0
Multiplicity: 1
HOMO-LUMO gap (spin up / spin down) (eV): 8.06 / 8.01
Lowest unoccupied orbital energy (spin up / spin down) (eV): -2.4113 / -1.7301

Charge distribution, Löwdin scheme, values in e: -0.65 0.07 -0.27 0.09 0.11 0.83 -0.18



(ii)
The following is a quantum chemistry calculation of a cluster of 2 separate species, CHN2O2P in total, from the OMol25 dataset.

Structure (XYZ):
```
7
CHN2O2P ωB97M-V/def2-TZVPD
C -2.75496 -0.48718 0.33244
N -3.54254 -1.26280 0.78077
N 3.21065 0.47534 0.05622
O 3.54805 1.52407 0.49064
O 2.28892 -0.14971 -0.33584
P -1.44882 0.47531 -0.11403
H -1.30129 -0.57503 -1.21019
```

Values from the calculation:
Total charge: 0
Multiplicity: 1
HOMO-LUMO gap (spin up / spin down) (eV): 7.82 / 8.31
Lowest unoccupied orbital energy (spin up / spin down) (eV): -2.3143 / -1.2224

Charge distribution, Löwdin scheme, values in e: -0.75 0.07 -0.22 0.12 0.09 0.77 -0.08



The most stable arrangement is (i), and the next structure is 43.8 kJ/mol less stable.



(i)
The following is a quantum chemistry calculation of a cluster of 2 separate species, C6H16O in total, from the OMol25 dataset.

Structure (XYZ):
```
23
C6H16O ωB97M-V/def2-TZVPD
C -0.44955 -2.30843 -0.88418
C 0.44395 -1.30455 -0.15771
C -0.27168 -0.02629 0.41504
C -0.82506 -0.44144 1.78988
C 0.54201 1.20850 0.51473
C -0.29018 2.52006 0.49049
H -1.48064 -2.45202 -0.44659
H -0.49906 -1.92130 -1.91339
H -0.08502 -3.29468 -0.92225
H 1.31354 -1.17706 -0.82240
H 0.82572 -1.73623 0.80336
H -1.02765 0.09080 -0.36959
H -1.18864 -1.44500 1.73381
H -1.63592 0.22092 2.09921
H -0.02833 -0.40162 2.52047
H 1.20549 1.08978 1.41276
H 1.32571 1.25575 -0.17415
H -0.21177 3.18116 1.43951
H 0.02175 3.14929 -0.29564
H -1.33424 2.25816 0.39320
O 0.93593 0.52648 -2.77966
H 1.58715 -0.09599 -2.79510
H 1.12648 1.10371 -2.05182
```

Values from the calculation:
Total charge: 0
Multiplicity: 1
HOMO-LUMO gap (eV): 11.55
Lowest unoccupied orbital energy (eV): 0.9374
Structure (SMILES): CCC(C)CC.O

Results of the Löwdin charge analysis, in e, for atoms 1 through 8: -0.11 -0.24 -0.41 -0.06 -0.25 -0.07 0.09 0.07



(ii)
The following is a quantum chemistry calculation of a cluster of 2 separate species, C6H16O in total, from the OMol25 dataset.

Structure (XYZ):
```
23
C6H16O ωB97M-V/def2-TZVPD
C 2.21174 -1.19451 -1.53619
C 1.48925 -0.11596 -0.68490
C 0.47488 -0.70693 0.28659
C 1.22844 -1.43286 1.40384
C -0.43690 0.38210 0.97299
C -1.49870 -0.06040 2.02499
H 2.75744 -1.83118 -0.77088
H 1.58278 -1.71519 -2.15695
H 2.96922 -0.56873 -2.03229
H 0.80573 0.48283 -1.34746
H 2.19478 0.43989 -0.13698
H -0.22894 -1.28350 -0.31145
H 2.29041 -1.13431 1.53285
H 1.38204 -2.46492 0.94232
H 0.79153 -1.57991 2.40408
H 0.41849 0.89228 1.59053
H -0.91373 1.08553 0.35619
H -1.65639 -1.23056 2.02989
H -1.41463 0.23969 3.02445
H -2.41283 0.31422 1.67337
O -2.96065 2.82334 -2.21332
H -2.78678 2.00879 -2.68215
H -2.90627 2.52980 -1.21288
```

Values from the calculation:
Total charge: 0
Multiplicity: 1
HOMO-LUMO gap (eV): 10.97
Lowest unoccupied orbital energy (eV): 0.6379
Structure (SMILES): CCC(C)CC.O

Results of the Löwdin charge analysis, in e, for atoms 1 through 8: -0.08 -0.25 -0.42 -0.10 -0.21 -0.11 0.09 0.04



The most stable arrangement is (i), and the next structure is 55.3 kJ/mol less stable.



(i)
The following is a quantum chemistry calculation of the ion C3H6O4PS with charge -1, from the OMol25 dataset.

Structure (XYZ):
```
15
C3H6O4PS ωB97M-V/def2-TZVPD
C 0.68726 1.56141 0.94729
C 0.02574 0.33329 0.41712
C -1.45828 -0.04177 0.49513
P 1.16881 -0.82960 0.20680
O 2.65907 -0.83074 0.22273
O 0.53393 -2.08467 -0.38013
S -0.41621 -1.13128 -1.88392
O 0.71942 -0.37263 -2.27139
O -0.87669 -2.14296 -2.78693
H 1.02673 2.19876 0.13284
H -0.02961 2.24885 1.64363
H 1.51393 1.37113 1.56701
H -2.15233 0.67623 0.05060
H -1.86024 -0.00605 1.53023
H -1.54154 -0.94998 0.10899
```

Values from the calculation:
Total charge: -1
Multiplicity: 1
HOMO-LUMO gap (eV): 7.64
Lowest unoccupied orbital energy (eV): 3.7145
Structure (SMILES): CC(C)=[P@@]1([O-])OS1(=O)=O

Results of the Löwdin charge analysis, in e, for atoms 1 through 8: -0.18 -0.51 -0.18 0.52 -0.34 -0.44 0.72 -0.45



(ii)
The following is a quantum chemistry calculation of the ion C3H6O4PS with charge -1, from the OMol25 dataset.

Structure (XYZ):
```
15
C3H6O4PS ωB97M-V/def2-TZVPD
C 2.08618 0.44257 -0.21571
O 1.03141 -0.43987 0.02452
C 0.86866 -0.75462 1.38246
O 1.44767 -0.14753 2.24368
P -0.45638 -1.88195 1.64234
O -0.66497 -2.79187 0.35681
O -0.45933 -2.59289 2.93433
S -2.07807 -0.46956 1.66810
C -2.26578 -0.29869 -0.12215
H 2.32606 0.33361 -1.17545
H 3.08050 0.33908 0.38117
H 1.70151 1.40210 0.07544
H -1.92361 -1.27462 -0.38103
H -1.43089 0.26273 -0.37300
H -3.19813 0.00885 -0.46652
```

Values from the calculation:
Total charge: -1
Multiplicity: 1
HOMO-LUMO gap (eV): 8.27
Lowest unoccupied orbital energy (eV): 3.3987
Structure (SMILES): COC(=O)[P@@](=O)([O-])SC

Results of the Löwdin charge analysis, in e, for atoms 1 through 8: -0.10 -0.11 -0.56 0.06 0.20 -0.45 -0.39 0.60



The most stable arrangement is (ii), and the next structure is 187.9 kJ/mol less stable.



(i)
The following is a quantum chemistry calculation of a cluster of 2 separate species, C4H11NS in total, from the OMol25 dataset.

Structure (XYZ):
```
17
C4H11NS ωB97M-V/def2-TZVPD
C -0.98275 -0.84347 0.43909
C -0.60757 0.90307 0.10114
C -0.47966 -0.12089 -0.85727
S 2.14733 -0.74010 0.78678
C 2.73296 0.62540 -0.26735
N -2.46734 -0.85449 0.33435
H -0.92718 -1.92548 0.27833
H -0.58417 -0.70774 1.45465
H -1.49204 1.35966 0.51623
H 0.31690 1.43978 0.29469
H 0.52526 -0.46782 -1.06423
H -1.09227 -0.28685 -1.73370
H 2.73143 1.60294 0.22558
H 2.18920 0.73750 -1.21742
H 3.76634 0.43863 -0.56860
H -2.86710 0.04542 0.10429
H -2.90933 -1.20554 1.17343
```

Values from the calculation:
Total charge: 0
Multiplicity: 1
HOMO-LUMO gap (eV): 4.72
Lowest unoccupied orbital energy (eV): -1.5752

Results of the Löwdin charge analysis, in e, for atoms 1 through 8: -0.30 0.10 -0.16 0.24 -0.68 -0.01 0.17 0.12



(ii)
The following is a quantum chemistry calculation of a cluster of 2 separate species, C4H11NS in total, from the OMol25 dataset.

Structure (XYZ):
```
17
C4H11NS ωB97M-V/def2-TZVPD
C 1.90370 -1.72114 -0.02477
C 1.21789 -2.78091 -0.59224
N -0.02529 -3.16545 -0.24124
H 1.36121 -1.11802 0.72960
H 2.92357 -1.50125 -0.13693
H 1.71206 -3.37264 -1.39819
H -0.37857 -2.65806 0.58059
H 0.00914 -4.15153 0.08422
C -1.77875 2.63107 1.18084
S -0.07869 1.96501 0.93496
C -0.09654 1.98304 -0.87192
H -2.44270 2.04312 0.48079
H -1.96707 2.38320 2.25605
H -1.79615 3.72637 0.96568
H -0.92077 2.56432 -1.39409
H -0.42588 0.95801 -1.14056
H 0.78284 2.21485 -1.41278
```

Values from the calculation:
Total charge: 0
Multiplicity: 1
HOMO-LUMO gap (eV): 9.23
Lowest unoccupied orbital energy (eV): 0.9596
Structure (SMILES): C=CN.CSC

Results of the Löwdin charge analysis, in e, for atoms 1 through 8: -0.02 -0.33 0.00 0.04 0.01 0.11 0.09 0.10



The most stable arrangement is (ii), and the next structure is 412.4 kJ/mol less stable.



(i)
The following is a quantum chemistry calculation of the molecule C4H11NS, from the OMol25 dataset.

Structure (XYZ):
```
17
C4H11NS ωB97M-V/def2-TZVPD
C 1.74278 1.45318 1.27053
C 1.30349 1.10639 -0.12724
S 1.24433 -0.64551 -0.57070
C -0.35584 -0.71559 -1.38963
N -1.50297 -0.40190 -0.53095
C -1.73123 -1.42818 0.48548
H 2.12184 2.46907 1.32564
H 2.51689 0.80973 1.67240
H 0.92063 1.47546 1.99019
H 1.86530 1.64889 -0.90110
H 0.30984 1.51158 -0.31608
H -0.38601 -1.73364 -1.79569
H -0.36957 -0.01163 -2.22300
H -2.30583 -0.42332 -1.14942
H -0.77751 -1.77443 0.88480
H -2.24396 -2.31374 0.08896
H -2.35219 -1.02636 1.28583
```

Values from the calculation:
Total charge: 0
Multiplicity: 1
HOMO-LUMO gap (eV): 9.59
Lowest unoccupied orbital energy (eV): 1.0011
Structure (SMILES): CCSCNC

Results of the Löwdin charge analysis, in e, for atoms 1 through 8: -0.17 -0.57 0.85 -0.56 -0.17 -0.15 0.07 0.06



(ii)
The following is a quantum chemistry calculation of a cluster of 2 separate species, C4H11NS in total, from the OMol25 dataset.

Structure (XYZ):
```
17
C4H11NS ωB97M-V/def2-TZVPD
C -1.97999 0.16543 -0.89813
C -1.11196 -0.58375 -0.20351
C -0.83054 -0.30213 1.23828
N -0.45567 -1.69576 -0.72874
H -2.24177 -0.05980 -1.92175
H -2.42344 1.01829 -0.40726
H -0.93310 0.75552 1.44878
H -1.49355 -0.89627 1.87316
H 0.16646 -0.63477 1.53352
H -0.39371 -2.44895 -0.07139
H -0.65670 -1.94822 -1.67883
C 1.92071 1.49929 0.28310
S 2.68024 0.70032 -1.18015
H 2.31433 1.07754 1.19954
H 2.18887 2.54853 0.19779
H 0.85132 1.38413 0.17229
H 2.39851 -0.57940 -0.85670
```

Values from the calculation:
Total charge: 0
Multiplicity: 1
HOMO-LUMO gap (eV): 9.18
Lowest unoccupied orbital energy (eV): 0.8932
Structure (SMILES): C=C(C)N.CS

Results of the Löwdin charge analysis, in e, for atoms 1 through 8: 0.02 -0.50 -0.08 0.08 0.05 0.05 0.07 0.08



(iii)
The following is a quantum chemistry calculation of the molecule C4H11NS, from the OMol25 dataset.

Structure (XYZ):
```
17
C4H11NS ωB97M-V/def2-TZVPD
C 0.48046 -2.09650 1.48067
C 1.24563 -0.77481 1.45192
S 0.20827 0.71284 1.36023
C 0.36391 1.18264 -0.38962
N -0.60878 0.45459 -1.23280
C -1.49166 1.37043 -1.94422
H -0.41478 -2.02349 2.09763
H 0.16741 -2.48810 0.50936
H 1.12228 -2.87564 1.90068
H 1.72130 -0.72041 2.43252
H 1.99097 -0.72698 0.66309
H 0.18217 2.25040 -0.53588
H 1.40493 1.08911 -0.71157
H -1.16016 -0.11665 -0.61767
H -2.21317 0.81225 -2.54345
H -2.08023 1.99942 -1.26604
H -0.91856 1.95091 -2.65483
```

Values from the calculation:
Total charge: 0
Multiplicity: 1
HOMO-LUMO gap (eV): 9.52
Lowest unoccupied orbital energy (eV): 1.0262
Structure (SMILES): CCSCNC

Results of the Löwdin charge analysis, in e, for atoms 1 through 8: -0.18 -0.55 0.85 -0.53 -0.18 -0.16 0.06 0.07



(iv)
The following is a quantum chemistry calculation of the molecule C4H11NS, from the OMol25 dataset.

Structure (XYZ):
```
17
C4H11NS ωB97M-V/def2-TZVPD
C -0.22475 -1.35865 1.82819
N 0.64822 -0.34218 1.25077
C 1.14786 -0.23733 -0.07209
C 0.61851 0.96778 -0.89386
C -0.85660 1.08567 -1.23929
S -1.80040 -0.13272 -2.11676
H -0.27418 -2.30325 1.39639
H -1.16397 -0.90602 1.80722
H 0.32938 -1.62333 2.68881
H 0.51593 0.68265 1.50460
H 1.14599 -1.30283 -0.48874
H 2.28664 -0.05474 0.01989
H 1.19939 1.30402 -1.81233
H 0.86513 1.79569 -0.18116
H -0.91738 1.77578 -2.12097
H -1.39217 1.54496 -0.46692
H -2.12757 -0.89549 -1.10375
```

Values from the calculation:
Total charge: 0
Multiplicity: 1
HOMO-LUMO gap (eV): 9.03
Lowest unoccupied orbital energy (eV): 0.8573
Structure (SMILES): CNCCCS

Results of the Löwdin charge analysis, in e, for atoms 1 through 8: -0.10 -0.16 -0.30 -0.25 -0.62 0.73 0.06 0.06



The most stable arrangement is (i), and the next structure is 7.1 kJ/mol less stable.